(1)
{"formula": "C22H36F2N2O10P", "method": "ωB97M-V/def2-TZVPD", "e_tot_ha": -2262.54188, "mol_weight_g_mol": 557.50, "homo_ha": -0.452, "charge": 1, "max_force_ev_per_a": 3.80, "orbital_gap_ev": 7.8, "species": ["C", "C", "O", "C", "C", "O", "C", "C", "N", "P", "O", "N", "C", "C", "C", "O", "C", "C", "C", "C", "C", "C", "C", "H", "H", "H", "H", "H", "H", "H", "H", "H", "H", "H", "H", "H", "H", "H", "H", "H", "H", "H", "H", "H", "H", "H", "H", "H", "H", "H", "H", "H", "H", "C", "C", "O", "C", "O", "O", "F", "H", "H", "H", "C", "C", "O", "C", "O", "O", "F", "H", "H", "H"], "xyz": [[3.83, 3.68, -1.56], [3.52, 2.65, -2.70], [4.33, 1.48, -2.68], [3.97, 0.59, -1.61], [3.94, -0.91, -2.07], [2.98, -1.73, -1.34], [1.70, -1.34, -1.59], [1.20, -1.33, -2.98], [-0.08, -0.93, -3.18], [-0.65, -1.00, -4.89], [-2.13, -0.98, -4.92], [-0.97, -0.51, -2.33], [-0.60, -0.49, -1.04], [-1.66, 0.01, -0.02], [-2.51, 1.23, -0.61], [-2.40, 2.33, 0.29], [-3.66, 2.99, 0.51], [-4.39, 3.47, -0.79], [0.75, -0.91, -0.53], [1.13, -0.92, 0.96], [1.21, -2.47, 1.39], [2.49, -0.22, 1.31], [2.42, 1.37, 1.35], [3.78, 3.24, -0.53], [4.80, 4.20, -1.76], [3.04, 4.49, -1.56], [2.41, 2.43, -2.65], [3.69, 3.19, -3.67], [4.75, 0.74, -0.81], [3.01, 0.96, -1.18], [4.95, -1.34, -1.82], [3.84, -1.01, -3.18], [1.83, -1.65, -3.83], [-0.03, 0.02, -5.67], [-0.24, -2.30, -5.32], [-1.20, 0.40, 0.92], [-2.41, -0.80, 0.18], [-2.11, 1.58, -1.60], [-3.56, 0.89, -0.80], [-4.31, 2.34, 1.14], [-3.43, 3.91, 1.12], [-3.76, 3.45, -1.71], [-4.77, 4.52, -0.67], [-5.29, 2.83, -0.97], [0.36, -0.47, 1.64], [1.78, -2.58, 2.35], [0.12, -2.76, 1.58], [1.61, -3.08, 0.55], [2.74, -0.54, 2.36], [3.36, -0.52, 0.69], [1.69, 1.77, 0.61], [3.46, 1.76, 1.20], [2.15, 1.65, 2.40], [-1.28, 2.49, 3.40], [-2.44, 2.60, 4.34], [-2.50, 1.30, 4.91], [-1.22, 0.82, 4.89], [-0.85, -0.11, 5.52], [-0.43, 1.56, 4.06], [-3.60, 2.83, 3.68], [-1.57, 2.09, 2.42], [-0.78, 3.45, 3.25], [-2.31, 3.34, 5.13], [-2.35, -6.28, 0.77], [-1.37, -5.47, 1.57], [-1.15, -4.34, 0.74], [-2.31, -4.16, 0.04], [-2.58, -3.17, -0.55], [-3.10, -5.26, 0.10], [-0.20, -6.13, 1.72], [-1.87, -6.92, 0.04], [-3.00, -6.88, 1.40], [-1.74, -5.15, 2.55]], "lowdin_charge": [-0.072, -0.268, -0.155, -0.181, -0.095, -0.051, -0.151, 0.043, -0.220, 0.784, -0.387, 0.141, -0.110, -0.044, -0.189, -0.205, -0.254, -0.077, 0.053, -0.274, -0.015, -0.197, -0.093, 0.054, 0.085, 0.088, 0.114, 0.129, 0.143, 0.096, 0.149, 0.127, 0.144, 0.040, 0.048, 0.097, 0.124, 0.120, 0.136, 0.121, 0.120, 0.078, 0.081, 0.081, 0.127, 0.097, 0.084, 0.088, 0.123, 0.095, 0.077, 0.070, 0.081, -0.061, -0.307, 0.143, -0.542, 0.182, 0.054, 0.075, 0.110, 0.148, 0.178, -0.048, -0.311, 0.089, -0.531, 0.163, 0.092, 0.085, 0.151, 0.148, 0.181]}


(2)
{"formula": "C22H36N7O4P2Pt", "method": "ωB97M-V/def2-TZVPD", "e_tot_ha": -2346.12924, "mol_weight_g_mol": 719.60, "homo_ha": -0.388, "charge": 1, "max_force_ev_per_a": 4.58, "orbital_gap_ev": 7.1, "species": ["Pt", "C", "C", "N", "N", "C", "O", "C", "C", "C", "C", "C", "C", "C", "C", "C", "C", "C", "N", "H", "H", "H", "H", "H", "H", "H", "H", "H", "H", "H", "H", "C", "N", "C", "P", "O", "O", "P", "O", "N", "C", "C", "N", "C", "C", "N", "C", "C", "H", "H", "H", "H", "H", "H", "H", "H", "H", "H", "H", "H", "H", "H", "H", "H", "H", "H", "H", "H", "H", "H", "H", "H"], "xyz": [[0.46, -0.01, 0.47], [1.46, -0.65, 4.67], [1.36, -0.63, 3.19], [0.49, 0.08, 2.55], [-0.42, 0.83, 3.19], [-1.41, 1.14, 2.37], [-1.53, 0.64, 1.22], [-2.44, 2.10, 2.85], [-2.49, 2.50, 4.18], [-3.43, 3.43, 4.58], [-4.32, 3.97, 3.66], [-4.27, 3.57, 2.33], [-3.33, 2.64, 1.93], [2.20, -1.45, 2.34], [3.26, -2.20, 2.82], [3.98, -3.00, 1.95], [3.61, -3.04, 0.61], [2.55, -2.27, 0.20], [1.85, -1.50, 1.04], [0.69, -0.01, 5.09], [2.43, -0.29, 5.01], [1.31, -1.67, 5.05], [-1.79, 2.08, 4.89], [-3.48, 3.74, 5.62], [-5.06, 4.69, 3.98], [-4.97, 3.99, 1.62], [-3.28, 2.31, 0.90], [3.52, -2.14, 3.87], [4.82, -3.59, 2.31], [4.14, -3.66, -0.10], [2.23, -2.26, -0.83], [0.65, -0.94, -5.22], [0.61, -1.00, -3.76], [0.55, -2.36, -3.22], [1.49, 0.11, -2.93], [1.61, -0.25, -1.49], [0.71, 1.49, -3.21], [-0.49, 2.02, -2.26], [-0.17, 1.93, -0.82], [-1.74, 1.03, -2.66], [-2.80, 0.77, -1.68], [-2.21, 1.04, -4.04], [-0.62, 3.56, -2.79], [-1.58, 4.39, -2.05], [-0.46, 3.94, -4.19], [2.95, 0.38, -3.62], [4.15, 0.20, -2.78], [3.12, 1.42, -4.64], [-0.23, -1.46, -5.61], [1.54, -1.41, -5.63], [0.60, 0.09, -5.56], [-0.26, -2.89, -3.73], [0.32, -2.34, -2.16], [1.48, -2.92, -3.38], [-2.40, 0.79, -0.67], [-3.22, -0.22, -1.87], [-3.61, 1.51, -1.76], [-1.39, 1.24, -4.73], [-2.99, 1.79, -4.20], [-2.63, 0.06, -4.29], [-1.66, 4.04, -1.02], [-2.57, 4.38, -2.52], [-1.22, 5.42, -2.03], [0.25, 3.29, -4.69], [-0.06, 4.96, -4.23], [-1.41, 3.93, -4.73], [3.99, -0.58, -2.05], [4.41, 1.12, -2.25], [4.98, -0.09, -3.42], [2.24, 1.49, -5.27], [3.96, 1.15, -5.28], [3.31, 2.39, -4.19]], "lowdin_charge": [1.204, 0.000, -0.247, -0.079, 0.086, -0.439, -0.173, -0.144, -0.023, -0.070, -0.075, -0.071, -0.018, -0.207, 0.015, -0.024, -0.026, -0.102, -0.020, 0.073, 0.096, 0.100, 0.108, 0.107, 0.107, 0.104, 0.099, 0.122, 0.122, 0.117, 0.085, -0.094, -0.286, -0.082, 0.507, -0.390, -0.262, 0.468, -0.336, -0.283, -0.076, -0.093, -0.282, -0.077, -0.090, -0.277, -0.074, -0.086, 0.092, 0.095, 0.066, 0.092, 0.068, 0.093, 0.034, 0.094, 0.090, 0.065, 0.091, 0.092, 0.078, 0.089, 0.092, 0.068, 0.093, 0.086, 0.066, 0.097, 0.091, 0.063, 0.094, 0.097]}


(3)
{"formula": "C22H36N7O6P2Rh", "method": "ωB97M-V/def2-TZVPD", "e_tot_ha": -2487.44920, "mol_weight_g_mol": 659.43, "homo_ha": [-0.529, -0.528], "charge": 2, "s_squared": 6.04, "spin_multiplicity": 5, "max_force_ev_per_a": 0.63, "orbital_gap_ev": [7.6, 5.8], "species": ["Rh", "C", "C", "N", "N", "C", "O", "C", "C", "C", "C", "C", "C", "C", "C", "C", "C", "C", "N", "H", "H", "H", "H", "H", "H", "H", "H", "H", "H", "H", "H", "C", "N", "C", "P", "O", "O", "P", "O", "N", "C", "C", "N", "C", "C", "N", "C", "C", "H", "H", "H", "H", "H", "H", "H", "H", "H", "H", "H", "H", "H", "H", "H", "H", "H", "H", "H", "H", "H", "H", "H", "H", "O", "O"], "xyz": [[0.23, -0.21, -0.39], [3.76, 0.83, 1.67], [2.72, 0.46, 0.68], [1.41, 0.56, 0.92], [0.98, 0.87, 2.11], [-0.41, 0.78, 2.16], [-1.08, 0.47, 1.14], [-1.05, 1.07, 3.43], [-0.28, 1.40, 4.55], [-0.91, 1.65, 5.76], [-2.30, 1.57, 5.85], [-3.06, 1.24, 4.73], [-2.44, 0.99, 3.52], [3.02, -0.06, -0.64], [4.31, -0.16, -1.15], [4.49, -0.56, -2.47], [3.38, -0.83, -3.24], [2.11, -0.74, -2.68], [1.94, -0.38, -1.41], [3.30, 1.17, 2.59], [4.38, 1.63, 1.26], [4.41, -0.02, 1.87], [0.79, 1.46, 4.48], [-0.33, 1.90, 6.63], [-2.79, 1.77, 6.79], [-4.14, 1.19, 4.81], [-3.02, 0.74, 2.65], [5.16, 0.09, -0.53], [5.48, -0.64, -2.88], [3.48, -1.12, -4.28], [1.21, -0.97, -3.22], [0.74, -4.87, 0.01], [-0.28, -4.55, 1.01], [-1.15, -5.68, 1.34], [-0.85, -3.02, 1.10], [0.26, -2.05, 0.90], [-2.01, -2.86, -0.03], [-2.12, -2.10, -1.44], [-0.76, -1.50, -1.73], [-2.48, -3.16, -2.61], [-3.71, -3.95, -2.55], [-1.46, -3.72, -3.50], [-3.44, -1.18, -1.25], [-3.77, -0.48, -0.02], [-4.06, -0.58, -2.44], [-1.71, -2.83, 2.47], [-0.96, -2.63, 3.71], [-3.13, -3.10, 2.65], [1.34, -5.70, 0.37], [1.38, -4.01, -0.14], [0.29, -5.16, -0.94], [-0.53, -6.52, 1.63], [-1.78, -5.98, 0.50], [-1.79, -5.42, 2.19], [-4.45, -3.44, -1.94], [-3.52, -4.94, -2.14], [-4.11, -4.06, -3.56], [-0.58, -3.08, -3.50], [-1.86, -3.77, -4.51], [-1.18, -4.73, -3.19], [-3.42, -1.03, 0.85], [-4.85, -0.38, 0.04], [-3.33, 0.52, 0.01], [-3.88, -1.19, -3.32], [-3.68, 0.43, -2.62], [-5.13, -0.51, -2.27], [0.10, -2.52, 3.50], [-1.08, -3.49, 4.37], [-1.31, -1.74, 4.22], [-3.62, -3.26, 1.70], [-3.60, -2.25, 3.15], [-3.28, -3.98, 3.28], [-1.11, 1.22, -2.14], [-0.68, 2.27, -1.75]], "lowdin_spin": [0.898, 0.029, 0.233, 0.037, 0.327, 0.026, 0.090, 0.007, 0.010, 0.000, 0.011, 0.004, 0.003, 0.005, 0.062, -0.007, 0.064, 0.004, 0.049, 0.000, 0.010, 0.010, -0.001, 0.000, 0.000, 0.000, 0.000, 0.004, -0.002, 0.003, 0.000, 0.000, 0.005, 0.001, 0.010, 0.069, -0.001, 0.001, 0.008, 0.000, 0.000, 0.000, 0.001, 0.000, 0.001, 0.001, 0.000, 0.000, 0.000, 0.000, 0.000, 0.000, 0.000, 0.000, 0.000, 0.000, 0.000, 0.000, 0.000, 0.000, 0.000, 0.000, 0.000, 0.000, 0.000, 0.000, 0.000, 0.000, 0.000, 0.000, 0.000, 0.000, 0.987, 1.039]}


(4)
{"formula": "C22H36NO2PS2", "method": "ωB97M-V/def2-TZVPD", "e_tot_ha": -2202.78096, "mol_weight_g_mol": 441.64, "homo_ha": -0.301, "smiles": "CCCCN(CCCCPc1ccccc1)C(=S)SCCC.O=C1CCCO1", "max_force_ev_per_a": 1.65, "orbital_gap_ev": 8.1, "species": ["C", "C", "C", "C", "N", "C", "C", "C", "C", "P", "C", "C", "C", "C", "C", "C", "C", "S", "S", "C", "C", "C", "H", "H", "H", "H", "H", "H", "H", "H", "H", "H", "H", "H", "H", "H", "H", "H", "H", "H", "H", "H", "H", "H", "H", "H", "H", "H", "H", "H", "H", "H", "O", "C", "O", "C", "C", "C", "H", "H", "H", "H", "H", "H"], "xyz": [[-5.29, -0.80, -3.68], [-4.94, -0.92, -2.18], [-3.41, -0.96, -1.94], [-2.67, 0.17, -2.66], [-1.21, 0.28, -2.40], [-0.60, -0.91, -1.80], [0.94, -0.88, -1.75], [1.41, -2.24, -1.16], [2.48, -2.97, -2.03], [3.97, -3.52, -1.10], [3.47, -4.66, 0.26], [4.32, -5.71, 0.49], [4.11, -6.62, 1.49], [3.01, -6.50, 2.30], [2.13, -5.47, 2.06], [2.36, -4.55, 1.07], [-0.89, 1.47, -1.74], [0.38, 2.40, -2.16], [-1.94, 2.04, -0.38], [-0.83, 2.43, 1.01], [-1.03, 1.34, 2.10], [-0.22, 0.07, 1.73], [-6.12, -1.45, -3.95], [-5.50, 0.24, -3.92], [-4.45, -1.15, -4.29], [-5.30, -1.90, -1.86], [-5.43, -0.17, -1.56], [-3.10, -1.93, -2.33], [-3.23, -0.99, -0.87], [-2.77, 0.04, -3.74], [-3.19, 1.10, -2.43], [-0.84, -1.80, -2.38], [-0.93, -1.06, -0.76], [1.27, -0.07, -1.11], [1.30, -0.72, -2.77], [0.55, -2.90, -1.08], [1.84, -2.04, -0.18], [2.04, -3.80, -2.59], [2.85, -2.26, -2.77], [4.39, -2.34, -0.43], [5.21, -5.84, -0.11], [4.79, -7.44, 1.66], [2.79, -7.17, 3.12], [1.26, -5.34, 2.70], [1.65, -3.74, 0.94], [-1.13, 3.37, 1.46], [0.22, 2.53, 0.71], [-0.79, 1.74, 3.09], [-2.09, 1.10, 2.05], [-0.87, -0.78, 1.53], [0.39, -0.21, 2.60], [0.41, 0.24, 0.86], [0.42, 4.38, 3.60], [0.59, 5.51, 3.23], [0.95, 6.51, 4.07], [0.96, 7.77, 3.36], [1.11, 7.40, 1.89], [0.39, 6.06, 1.83], [0.02, 8.28, 3.57], [1.78, 8.38, 3.73], [0.71, 8.15, 1.22], [2.17, 7.26, 1.65], [-0.68, 6.18, 1.65], [0.82, 5.39, 1.09]], "lowdin_charge": [-0.108, -0.243, -0.218, -0.206, -0.195, -0.205, -0.200, -0.261, -0.410, 0.933, -0.442, -0.151, -0.094, -0.095, -0.098, -0.098, -1.069, 0.705, 0.890, -0.492, -0.292, -0.099, 0.066, 0.072, 0.064, 0.098, 0.104, 0.108, 0.104, 0.115, 0.094, 0.126, 0.099, 0.065, 0.108, 0.101, 0.073, 0.071, 0.057, -0.056, 0.092, 0.107, 0.106, 0.107, 0.083, 0.053, 0.057, 0.097, 0.077, 0.065, 0.073, 0.047, 0.119, -0.483, 0.029, -0.156, -0.155, -0.080, 0.126, 0.124, 0.116, 0.119, 0.133, 0.123]}